P.
Molecular formula: C2HF3N2
Method: DFT, ωB97M-V with the def2-TZVPD basis set

Results
Lowest unoccupied orbital energy (alpha / beta) (eV): -1.7 / -1.7
HOMO energy (alpha / beta) (eV): -11.4 / -11.4
Spin multiplicity: 1
Orbital gap (alpha / beta) (eV): 9.7 / 9.7

```
8
Properties=species:S:1:pos:R:3:mulliken_charge:R:1
C 0.3661 0.2056 -0.1296 0.2056
C -0.3104 0.6094 -2.4154 0.8619
N 1.5491 0.4486 -0.3778 -0.2576
N 0.1142 -0.2973 -1.4355 -0.3863
F -1.5486 1.0810 -2.0615 -0.2821
F 0.3988 1.7437 -2.6472 -0.2485
F -0.4465 -0.0215 -3.5354 -0.2241
H -0.4527 0.2017 0.5183 0.3311
```

Q.
Molecular formula: C2HF3N2
Method: DFT, ωB97M-V with the def2-TZVPD basis set

Results
Lowest unoccupied orbital energy (eV): 0.2
HOMO energy (eV): -10.7
Spin multiplicity: 1
Orbital gap (eV): 10.9

```
8
Properties=species:S:1:pos:R:3:mulliken_charge:R:1
F -1.5730 0.2360 -0.6653 -0.2297
C -0.2681 0.1989 -0.8634 0.8287
F -0.0379 0.9677 -1.9644 -0.2448
F 0.1633 -1.0500 -1.2026 -0.2648
N 0.5071 0.6453 0.2453 -0.2433
C 0.5604 -0.3500 1.3350 0.1576
N -0.2054 0.6183 1.5815 -0.3721
H 0.8536 -1.2663 1.5341 0.3684
```

Which one is most stable, and which one is least stable? Q is the most stable of them, while P is the least stable.

P.
Molecular formula: H22NO9
Method: DFT, ωB97M-V with the def2-TZVPD basis set

Results
Lowest unoccupied orbital energy (eV): -2.9
HOMO energy (eV): -13.4
Net charge: +1
Spin multiplicity: 1
Orbital gap (eV): 10.5

```
32
Properties=species:S:1:pos:R:3:mulliken_charge:R:1
N -0.2046 0.2923 0.0660 -0.0272
H -0.1046 1.1213 -0.3910 0.2955
H 0.6764 -0.0257 0.2960 0.0615
H -0.7886 -0.3047 -0.5570 0.3209
H -0.4676 0.4763 0.9040 0.2682
O 2.3884 -1.8347 0.2290 -0.6848
H 2.0214 -1.8327 1.0750 0.2721
H 3.0184 -0.9977 0.2610 0.3330
O 1.0504 3.3643 0.4050 -0.5453
H 1.8514 3.1553 0.9510 0.3127
H 1.0424 4.1993 0.2130 0.2479
O 1.7474 0.5223 -2.5110 -0.5119
H 2.6024 0.7343 -2.3690 0.2480
H 1.1464 0.9853 -3.0290 0.2837
O 0.6774 -2.5647 -1.7620 -0.6069
H 1.1144 -2.6927 -2.7340 0.3436
H 1.4304 -2.3917 -1.1670 0.3194
O -1.2156 -1.0297 -3.2680 -0.4956
H -0.8976 -1.8827 -3.2700 0.2331
H -0.8756 -0.8927 -4.0770 0.2697
O -2.8716 1.3943 2.6100 -0.6331
H -3.7826 1.6913 2.4300 0.3184
H -2.1386 2.0123 2.7300 0.3194
O 1.8064 -0.2527 3.0120 -0.5569
H 2.0484 0.4143 3.5740 0.2667
H 1.3014 -0.8197 3.5490 0.3023
O -2.8256 1.2443 -0.9200 -0.5776
H -3.4286 1.0203 -0.2360 0.2961
H -2.9686 2.0473 -1.4550 0.3029
O -0.9426 -2.0647 1.7640 -0.4970
H -1.8096 -2.1577 1.9560 0.2313
H -0.6026 -2.9297 1.7210 0.2898
```

Q.
Molecular formula: H22NO9
Method: DFT, ωB97M-V with the def2-TZVPD basis set

Results
Lowest unoccupied orbital energy (eV): -3.3
HOMO energy (eV): -13.7
Net charge: +1
Spin multiplicity: 1
Orbital gap (eV): 10.3

```
32
Properties=species:S:1:pos:R:3:mulliken_charge:R:1
N -0.1429 0.0317 0.4405 -0.1065
H 0.4672 0.8696 0.5247 0.2785
H -0.6521 0.1165 -0.4621 0.2416
H -0.8473 -0.0987 1.1641 0.4684
H 0.4066 -0.8124 0.1987 0.3087
O 1.1479 -3.9961 -1.8555 -0.6482
H 0.9782 -3.1694 -1.3789 0.3559
H 1.0029 -4.6915 -1.2048 0.3086
O 2.1260 1.7374 -1.6388 -0.6508
H 1.7076 2.5867 -1.8497 0.3415
H 1.9378 1.1741 -2.3980 0.2746
O 1.8936 1.7664 1.2023 -0.6367
H 2.1322 2.0308 0.2891 0.3413
H 2.7312 1.5089 1.6046 0.2736
O -2.0402 2.5102 0.3400 -0.5993
H -2.4859 2.5482 1.1960 0.3278
H -2.7444 2.3287 -0.2935 0.2831
O -1.1279 -1.4403 2.8312 -0.5894
H -0.5934 -2.0470 3.3563 0.2812
H -1.9701 -1.3903 3.2996 0.2948
O -2.2316 -2.6693 -0.9227 -0.5964
H -1.9881 -1.8180 -1.2976 0.2732
H -2.4726 -3.2154 -1.6807 0.3261
O 1.9718 -1.7871 -0.2682 -0.6745
H 2.5123 -1.6728 -1.0622 0.3285
H 2.6103 -1.9543 0.4374 0.2760
O -0.0159 3.8295 2.2833 -0.6146
H 0.0261 3.0664 1.7019 0.2840
H -0.0429 3.4597 3.1729 0.3145
O -1.3747 0.2056 -2.2378 -0.5979
H -0.7253 0.6991 -2.7513 0.2341
H -2.1962 0.2931 -2.7407 0.2982
```

Which one is most stable, and which one is least stable? Q is the most stable of them, while P is the least stable.

P.
Molecular formula: C5H14NO2
Method: DFT, ωB97M-V with the def2-TZVPD basis set

Results
Lowest unoccupied orbital energy (alpha / beta) (eV): -3.0 / -3.5
HOMO energy (alpha / beta) (eV): -11.8 / -11.4
Net charge: +1
Spin multiplicity: 1
Orbital gap (alpha / beta) (eV): 8.8 / 7.9

```
22
Properties=species:S:1:pos:R:3:mulliken_charge:R:1
C 0.1253 1.2314 1.4554 -1.5009
C -1.3143 -0.7963 0.6152 -1.5062
C 1.4796 -1.6950 0.8898 -0.8764
C -0.3497 1.3118 -1.7922 0.1875
C -0.1216 0.0650 0.4095 0.3861
N 1.1113 -0.5547 -0.0753 -0.1530
O 0.5468 0.5437 -2.4599 -0.4981
O -1.6685 1.1434 -2.2108 -0.5059
H -0.3443 0.9820 2.3925 0.4018
H -0.2795 2.1047 1.1675 0.4571
H 1.1388 1.3047 1.5500 0.5012
H -2.2630 -0.0913 0.5212 0.3190
H -1.4861 -1.3477 1.5332 0.3946
H -1.5740 -1.5909 -0.2081 0.3346
H 0.8965 -2.5286 0.8775 0.3655
H 2.5150 -1.9028 0.6976 0.3593
H 1.2352 -1.2448 1.8386 0.3614
H -0.1656 2.1378 -1.1721 0.4648
H 1.6973 0.3064 -0.1425 0.4287
H 1.0816 -0.8470 -1.0659 0.3684
H 0.0756 0.2862 -3.3046 0.3682
H -2.3363 1.1820 -1.5166 0.3422
```

Q.
Molecular formula: C5H14NO2
Method: DFT, ωB97M-V with the def2-TZVPD basis set

Results
Lowest unoccupied orbital energy (eV): -3.0
HOMO energy (eV): -14.0
Net charge: +1
Spin multiplicity: 1
Orbital gap (eV): 11.0

```
22
Properties=species:S:1:pos:R:3:mulliken_charge:R:1
C 1.5598 -1.8496 0.0920 -1.4890
C 0.4766 -0.9777 -0.4841 0.1116
C -0.8118 -1.1118 0.4120 -0.8125
C -1.7222 0.1787 0.6533 -0.7551
C -2.3815 0.5406 -0.6729 0.1731
O -1.6755 1.0022 -1.5340 -0.5177
N 1.0435 0.4390 -0.6857 -0.1574
H 1.7026 -1.7891 1.1584 0.4198
H 2.5744 -1.6550 -0.3102 0.4231
H 1.2398 -2.8720 -0.2152 0.3707
H 0.0851 -1.2476 -1.4554 0.3636
H -0.5728 -1.4720 1.4362 0.4485
H -1.4756 -1.8075 -0.0905 0.3428
H -1.1407 1.0414 0.9772 0.2966
H -2.2930 -0.1578 1.5372 0.3614
H -3.4636 0.2770 -0.6777 0.3599
H 1.7571 0.7068 -0.0194 0.3699
H 0.2419 1.0747 -0.7951 0.3300
H 1.4863 0.2351 -1.5853 0.3700
H 0.4958 3.6088 0.6277 0.3037
H 1.8649 3.0440 1.0053 0.2867
O 1.0089 2.7917 0.6260 -0.5998
```

R.
Molecular formula: C5H14NO2
Method: DFT, ωB97M-V with the def2-TZVPD basis set

Results
Lowest unoccupied orbital energy (eV): -7.9
HOMO energy (eV): -13.7
Net charge: +1
Spin multiplicity: 1
Orbital gap (eV): 5.8

```
22
Properties=species:S:1:pos:R:3:mulliken_charge:R:1
C 2.0698 1.3674 -0.7668 -1.0505
C 1.8864 0.1497 -1.7604 -0.5510
C 0.5120 -0.3722 -1.6619 0.0460
C 0.0239 -0.7120 -0.4546 -0.4536
N -1.1679 -1.3174 -0.0999 -0.0032
C -2.3398 -0.6439 0.1038 -0.3015
H 3.0505 1.8855 -0.7689 0.3486
H 1.9648 1.0083 0.2632 0.2998
H 1.1835 2.0052 -0.8108 0.2883
H 2.6661 -0.5691 -1.3746 0.2379
H 2.2081 0.4203 -2.7571 0.3697
H -0.2376 -0.3008 -2.4362 0.3326
H 0.5753 -0.5128 0.4757 0.3750
H -1.2468 -2.3021 0.1470 0.3529
H -3.0305 -1.2318 0.7297 0.3684
H -2.9229 -0.2961 -0.7429 0.3905
H -0.0554 -1.6304 3.6257 0.3004
H -0.3064 -0.1748 3.1145 0.3185
O -0.0318 -1.0593 2.8523 -0.6034
H -2.1640 0.5061 0.5444 0.2094
H -1.3625 2.3467 1.0512 0.2589
O -1.2745 1.4338 0.7269 -0.5337
```

Which one is most stable, and which one is least stable? Q is the most stable of them, while R is the least stable.

P.
Molecular formula: C5H14NO2
Method: DFT, ωB97M-V with the def2-TZVPD basis set

Results
Lowest unoccupied orbital energy (eV): -3.3
HOMO energy (eV): -13.7
Net charge: +1
Spin multiplicity: 1
Orbital gap (eV): 10.4

```
22
Properties=species:S:1:pos:R:3:mulliken_charge:R:1
C 1.1785 1.9916 -1.0438 -0.3276
O 1.9815 1.9277 0.1446 -0.5097
C 0.0253 1.3020 -0.4126 -1.0941
C -0.0805 -0.0690 -1.0594 -0.6264
C 0.5996 -1.2200 -0.2304 0.3238
C 0.1862 -2.4974 -0.3315 -0.9916
N 1.8011 -0.8801 0.6398 -0.2337
H 1.0949 3.1239 -1.3549 0.2969
H 1.7108 1.5248 -1.7966 0.3133
H 2.6586 2.4862 0.3727 0.2393
H -0.9406 1.6929 -0.5790 0.3700
H 0.2393 1.3360 0.5995 0.6421
H -1.1542 -0.4231 -1.2040 0.4719
H 0.4004 -0.2129 -2.0279 0.3822
H -0.7855 -2.6030 -0.7840 0.3089
H 0.5838 -3.2395 0.3206 0.3426
H 1.3886 -0.5640 1.5216 0.4159
H 2.4264 -0.0310 0.5357 0.2992
H 2.3987 -1.5658 0.9400 0.3763
H -5.4827 -0.7185 0.8181 0.3378
H -4.8380 -1.4634 2.1138 0.2945
O -4.9518 -0.7058 1.6695 -0.6314
```

Q.
Molecular formula: C5H14NO2
Method: DFT, ωB97M-V with the def2-TZVPD basis set

Results
Lowest unoccupied orbital energy (eV): -3.0
HOMO energy (eV): -13.7
Net charge: +1
Spin multiplicity: 1
Orbital gap (eV): 10.6

```
22
Properties=species:S:1:pos:R:3:mulliken_charge:R:1
C 1.3472 -1.7519 0.0268 -0.8597
O 0.8698 -3.0690 -0.0156 -0.5491
C 0.3026 -0.6579 0.1210 0.0543
C 0.7139 0.8014 -0.0006 -0.6730
C -0.1685 1.6355 0.9413 -0.0243
C 0.2554 2.1736 2.0666 -0.7883
N -0.9273 -1.0819 -0.7436 -0.1823
H 2.0692 -1.6455 0.8182 0.4504
H 1.8843 -1.6269 -0.9032 0.3620
H 0.7972 -3.4384 0.8855 0.3469
H -0.0870 -0.8043 1.1590 0.2291
H 0.5337 1.1036 -1.0329 0.3116
H 1.8076 1.0364 0.1478 0.4371
H -1.1542 1.6476 0.5562 0.3443
H 1.2827 2.2057 2.5240 0.2577
H -0.4859 2.6362 2.7480 0.2455
H -1.7990 -1.1449 -0.2229 0.3548
H -1.1145 -0.3167 -1.4581 0.3672
H -0.7827 -2.0770 -0.9994 0.3748
H -1.2165 1.9332 -1.8134 0.2790
H -2.4500 1.2949 -2.6894 0.2961
O -1.6780 1.1462 -2.1153 -0.6341
```

Which one is most stable, and which one is least stable? Q is the most stable of them, while P is the least stable.